Molecular formula: C32H85N7O9
Method: DFT, ωB97M-V with the def2-TZVPD basis set

Summary:
Net charge: -1
E_HOMO (alpha / beta) in eV: 0.755 / -6.815
Relative energy (zero: lowest compared OMol25 entry of this formula, charge and spin) in kcal per mole: 17.5
Gap between HOMO and LUMO (alpha / beta) in eV: 1.5337 / 9.0714
2S+1: 2

Bonds (Å) are listed after each position.
Cartesian coordinates (Å):
1 C -19.131 -24.502 -1.432  O2 1.447, H10 1.090, H11 1.090, H12 1.090
2 O -18.676 -25.682 -0.729  C1 1.447, C3 1.382
3 C -17.665 -26.375 -1.368  O2 1.382, C4 1.528, H13 1.090, H14 1.090
4 C -17.774 -26.692 -2.858  C3 1.528, N5 1.442, H15 1.090, H16 1.090
5 N -18.972 -27.486 -2.983  C4 1.442, C6 1.463, H17 1.010
6 C -19.795 -27.458 -4.192  N5 1.463, C7 1.580, H18 1.090, H19 1.090
7 C -21.159 -28.238 -4.037  C6 1.580, O8 1.501, H20 1.090, H21 1.090
8 O -21.930 -28.799 -5.196  C7 1.501, C9 1.456
9 C -22.127 -27.812 -6.248  O8 1.456, H22 1.090, H23 1.090, H24 1.090
10 H -18.216 -23.947 -1.635  C1 1.090
11 H -19.753 -23.906 -0.765  C1 1.090
12 H -19.649 -24.811 -2.340  C1 1.090
13 H -17.335 -27.213 -0.754  C3 1.090
14 H -16.875 -25.638 -1.222  C3 1.090
15 H -17.038 -27.408 -3.223  C4 1.090
16 H -17.745 -25.783 -3.459  C4 1.090
17 H -19.588 -27.275 -2.211  N5 1.010
18 H -19.193 -27.900 -4.987  C6 1.090
19 H -19.911 -26.426 -4.526  C6 1.090
20 H -22.016 -27.701 -3.631  C7 1.090
21 H -20.944 -29.087 -3.387  C7 1.090
22 H -22.792 -27.018 -5.907  C9 1.090
23 H -22.380 -28.354 -7.160  C9 1.090
24 H -21.188 -27.340 -6.537  C9 1.090
25 C -11.163 -25.744 0.882  O26 1.439, H34 1.090, H35 1.090, H36 1.090
26 O -10.233 -26.824 1.077  C25 1.439, C27 1.450
27 C -10.415 -27.546 2.321  O26 1.450, C28 1.426, H37 1.090, H38 1.090
28 C -9.468 -28.554 2.671  C27 1.426, N29 1.439, H39 1.090, H40 1.090
29 N -9.460 -29.663 1.755  C28 1.439, C30 1.483, H41 1.010
30 C -8.353 -30.600 2.065  N29 1.483, C31 1.498, H42 1.090, H43 1.090
31 C -7.097 -30.209 1.349  C30 1.498, O32 1.425, H44 1.090, H45 1.090
32 O -6.209 -31.323 1.388  C31 1.425, C33 1.401
33 C -4.904 -31.159 0.909  O32 1.401, H46 1.090, H47 1.090, H48 1.090
34 H -10.841 -25.270 -0.045  C25 1.090
35 H -10.900 -24.960 1.593  C25 1.090
36 H -12.206 -25.998 1.071  C25 1.090
37 H -11.438 -27.898 2.453  C27 1.090
38 H -10.374 -26.722 3.034  C27 1.090
39 H -9.762 -28.976 3.632  C28 1.090
40 H -8.479 -28.101 2.739  C28 1.090
41 H -9.432 -29.349 0.795  N29 1.010
42 H -8.800 -31.556 1.790  C30 1.090
43 H -8.147 -30.638 3.135  C30 1.090
44 H -6.616 -29.424 1.933  C31 1.090
45 H -7.209 -29.901 0.309  C31 1.090
46 H -4.377 -30.258 1.221  C33 1.090
47 H -5.099 -31.072 -0.160  C33 1.090
48 H -4.340 -32.066 1.130  C33 1.090
49 C -18.050 -20.936 1.038  C50 1.494, H55 1.090, H56 1.090, H57 1.090
50 C -17.887 -22.052 2.018  C49 1.494, C51 1.589, N54 1.482, H58 1.090
51 C -16.451 -22.702 2.219  C50 1.589, O52 1.442, H59 1.090, H60 1.090
52 O -16.021 -23.342 1.001  C51 1.442, C53 1.471
53 C -14.620 -23.770 0.871  O52 1.471, H61 1.090, H62 1.090, H63 1.090
54 N -18.398 -21.591 3.330  C50 1.482, H64 1.010, H65 1.010
55 H -17.485 -20.051 1.331  C49 1.090
56 H -19.015 -20.440 1.139  C49 1.090
57 H -17.742 -21.119 0.009  C49 1.090
58 H -18.565 -22.807 1.621  C50 1.090
59 H -16.438 -23.483 2.978  C51 1.090
60 H -15.780 -21.955 2.643  C51 1.090
61 H -14.107 -22.942 0.382  C53 1.090
62 H -14.547 -24.644 0.224  C53 1.090
63 H -14.121 -23.971 1.819  C53 1.090
64 H -19.405 -21.536 3.270  N54 1.010
65 H -18.070 -22.261 4.011  N54 1.010
66 C -22.568 -17.999 2.456  C67 1.508, H72 1.090, H73 1.090, H74 1.090
67 C -22.813 -19.460 2.736  C66 1.508, C68 1.468, N71 1.462, H75 1.090
68 C -21.652 -19.993 3.460  C67 1.468, O69 1.396, H76 1.090, H77 1.090
69 O -21.495 -21.336 3.112  C68 1.396, C70 1.423
70 C -22.038 -22.289 4.019  O69 1.423, H78 1.090, H79 1.090, H80 1.090
71 N -24.129 -19.528 3.370  C67 1.462, H81 1.010, H82 1.010
72 H -21.717 -17.727 1.831  C66 1.090
73 H -22.233 -17.412 3.312  C66 1.090
74 H -23.433 -17.502 2.017  C66 1.090
75 H -22.950 -19.947 1.770  C67 1.090
76 H -21.790 -19.797 4.524  C68 1.090
77 H -20.711 -19.600 3.076  C68 1.090
78 H -21.764 -23.310 3.753  C70 1.090
79 H -23.100 -22.142 3.820  C70 1.090
80 H -21.917 -22.189 5.098  C70 1.090
81 H -24.404 -20.493 3.491  N71 1.010
82 H -24.802 -19.051 2.788  N71 1.010
83 C -16.561 -22.163 6.578  C84 1.535, H89 1.090, H90 1.090, H91 1.090
84 C -15.145 -22.127 7.169  C83 1.535, C85 1.531, N88 1.498, H92 1.090
85 C -14.775 -23.450 7.846  C84 1.531, O86 1.379, H93 1.090, H94 1.090
86 O -13.456 -23.415 8.245  C85 1.379, C87 1.456
87 C -13.222 -24.329 9.355  O86 1.456, H95 1.090, H96 1.090, H97 1.090
88 N -14.269 -21.934 5.970  C84 1.498, H98 1.010, H99 1.010
89 H -17.193 -22.342 7.448  C83 1.090
90 H -16.612 -23.033 5.923  C83 1.090
91 H -16.915 -21.201 6.209  C83 1.090
92 H -14.783 -21.252 7.710  C84 1.090
93 H -14.923 -24.227 7.097  C85 1.090
94 H -15.454 -23.651 8.674  C85 1.090
95 H -13.883 -24.292 10.221  C87 1.090
96 H -12.211 -24.198 9.739  C87 1.090
97 H -13.214 -25.308 8.877  C87 1.090
98 H -13.308 -21.850 6.269  N88 1.010
99 H -14.345 -22.756 5.388  N88 1.010
100 C -10.616 -21.739 -0.275  C101 1.527, H106 1.090, H107 1.090, H108 1.090
101 C -9.451 -20.943 0.311  C100 1.527, C102 1.564, N105 1.448, H109 1.090
102 C -9.710 -19.449 0.695  C101 1.564, O103 1.399, H110 1.090, H111 1.090
103 O -8.587 -18.810 1.229  C102 1.399, C104 1.480
104 C -8.773 -17.449 1.780  O103 1.480, H112 1.090, H113 1.090, H114 1.090
105 N -9.091 -21.614 1.542  C101 1.448, H115 1.010, H116 1.010
106 H -11.146 -21.257 -1.097  C100 1.090
107 H -11.366 -21.780 0.515  C100 1.090
108 H -10.484 -22.785 -0.550  C100 1.090
109 H -8.596 -20.997 -0.363  C101 1.090
110 H -10.530 -19.412 1.413  C102 1.090
111 H -10.131 -18.882 -0.135  C102 1.090
112 H -9.369 -17.493 2.692  C104 1.090
113 H -9.134 -16.642 1.142  C104 1.090
114 H -7.777 -17.164 2.121  C104 1.090
115 H -9.241 -21.166 2.435  N105 1.010
116 H -8.090 -21.632 1.407  N105 1.010
117 C -13.836 -28.115 -6.161  C118 1.559, H123 1.090, H124 1.090, H125 1.090
118 C -12.589 -28.140 -5.225  C117 1.559, C119 1.548, N122 1.379, H126 1.090
119 C -12.334 -26.755 -4.582  C118 1.548, O120 1.457, H127 1.090, H128 1.090
120 O -13.441 -26.321 -3.741  C119 1.457, C121 1.438
121 C -13.187 -24.968 -3.326  O120 1.438, H129 1.090, H130 1.090, H131 1.090
122 N -12.977 -28.966 -4.190  C118 1.379, H132 1.010, H133 1.010
123 H -14.795 -27.983 -5.660  C117 1.090
124 H -13.880 -28.973 -6.832  C117 1.090
125 H -13.792 -27.212 -6.769  C117 1.090
126 H -11.760 -28.636 -5.728  C118 1.090
127 H -12.078 -26.045 -5.369  C119 1.090
128 H -11.478 -26.837 -3.911  C119 1.090
129 H -13.764 -24.616 -2.471  C121 1.090
130 H -13.645 -24.360 -4.106  C121 1.090
131 H -12.191 -24.601 -3.076  C121 1.090
132 H -12.121 -29.183 -3.700  N122 1.010
133 H -13.528 -28.314 -3.650  N122 1.010

These are the Löwdin partial charges, in e, on atoms 1 to 99: number 1, C, carries -0.075; number 2, O, carries -0.207; number 3, C, carries -0.255; number 4, C, carries -0.210; number 5, N, carries -0.093; number 6, C, carries -0.207; number 7, C, carries -0.144; number 8, O, carries -0.227; number 9, C, carries -0.111; number 10, H, carries 0.085; number 11, H, carries 0.084; number 12, H, carries 0.073; number 13, H, carries 0.127; number 14, H, carries 0.107; number 15, H, carries 0.118; number 16, H, carries 0.107; number 17, H, carries 0.096; number 18, H, carries 0.114; number 19, H, carries 0.097; number 20, H, carries 0.109; number 21, H, carries 0.113; number 22, H, carries 0.082; number 23, H, carries 0.082; number 24, H, carries 0.067; number 25, C, carries -0.121; number 26, O, carries -0.203; number 27, C, carries -0.291; number 28, C, carries -0.276; number 29, N, carries -0.057; number 30, C, carries -0.195; number 31, C, carries -0.222; number 32, O, carries -0.215; number 33, C, carries -0.122; number 34, H, carries 0.071; number 35, H, carries 0.068; number 36, H, carries 0.074; number 37, H, carries 0.115; number 38, H, carries 0.106; number 39, H, carries 0.129; number 40, H, carries 0.120; number 41, H, carries 0.103; number 42, H, carries 0.115; number 43, H, carries 0.121; number 44, H, carries 0.120; number 45, H, carries 0.125; number 46, H, carries 0.082; number 47, H, carries 0.082; number 48, H, carries 0.087; number 49, C, carries -0.100; number 50, C, carries -0.412; number 51, C, carries -0.189; number 52, O, carries -0.224; number 53, C, carries -0.121; number 54, N, carries 0.054; number 55, H, carries 0.070; number 56, H, carries 0.061; number 57, H, carries 0.071; number 58, H, carries 0.119; number 59, H, carries 0.092; number 60, H, carries 0.113; number 61, H, carries 0.065; number 62, H, carries 0.060; number 63, H, carries 0.055; number 64, H, carries 0.031; number 65, H, carries 0.041; number 66, C, carries -0.086; number 67, C, carries -0.461; number 68, C, carries -0.226; number 69, O, carries -0.218; number 70, C, carries -0.097; number 71, N, carries 0.040; number 72, H, carries 0.077; number 73, H, carries 0.081; number 74, H, carries 0.073; number 75, H, carries 0.141; number 76, H, carries 0.142; number 77, H, carries 0.126; number 78, H, carries 0.087; number 79, H, carries 0.067; number 80, H, carries 0.087; number 81, H, carries 0.052; number 82, H, carries 0.064; number 83, C, carries -0.088; number 84, C, carries -0.416; number 85, C, carries -0.297; number 86, O, carries -0.201; number 87, C, carries -0.112; number 88, N, carries 0.014; number 89, H, carries 0.062; number 90, H, carries 0.066; number 91, H, carries 0.076; number 92, H, carries 0.135; number 93, H, carries 0.109; number 94, H, carries 0.113; number 95, H, carries 0.078; number 96, H, carries 0.076; number 97, H, carries 0.080; number 98, H, carries 0.043; number 99, H, carries 0.033